1.
{"formula": "C39H91N13O13", "method": "ωB97M-V/def2-TZVPD", "de_lowest_ev": 1.9928, "total_energy_ev": -87913.06913, "homo_energy_ev": -8.94, "elements": ["C", "C", "O", "N", "C", "H", "H", "H", "H", "H", "H", "H", "C", "C", "O", "N", "C", "H", "H", "H", "H", "H", "H", "H", "C", "C", "O", "N", "C", "H", "H", "H", "H", "H", "H", "H", "C", "C", "O", "N", "C", "H", "H", "H", "H", "H", "H", "H", "C", "C", "O", "N", "C", "H", "H", "H", "H", "H", "H", "H", "C", "C", "O", "N", "C", "H", "H", "H", "H", "H", "H", "H", "C", "C", "O", "N", "C", "H", "H", "H", "H", "H", "H", "H", "C", "C", "O", "N", "C", "H", "H", "H", "H", "H", "H", "H", "C", "C", "O", "N", "C", "H", "H", "H", "H", "H", "H", "H", "C", "C", "O", "N", "C", "H", "H", "H", "H", "H", "H", "H", "C", "C", "O", "N", "C", "H", "H", "H", "H", "H", "H", "H", "C", "C", "O", "N", "C", "H", "H", "H", "H", "H", "H", "H", "C", "C", "O", "N", "C", "H", "H", "H", "H", "H", "H", "H"], "coordinates": [[2.761, 0.242, -1.526], [3.404, 0.952, -0.339], [3.910, 0.421, 0.652], [3.404, 2.278, -0.579], [3.995, 3.138, 0.506], [1.807, -0.144, -1.121], [3.350, -0.649, -1.774], [2.432, 0.866, -2.323], [2.648, 2.678, -1.139], [3.451, 3.006, 1.470], [4.088, 4.172, 0.101], [5.025, 2.880, 0.695], [-1.707, -4.813, -3.876], [-1.399, -4.988, -2.419], [-2.173, -4.462, -1.624], [-0.276, -5.582, -2.004], [0.439, -6.521, -2.812], [-2.121, -3.820, -3.953], [-2.253, -5.614, -4.355], [-0.775, -4.840, -4.439], [-0.221, -5.674, -0.986], [0.087, -7.586, -2.690], [1.516, -6.539, -2.457], [0.311, -6.195, -3.859], [-5.469, 1.562, 5.180], [-4.511, 0.541, 4.537], [-3.393, 0.435, 5.043], [-5.019, -0.199, 3.517], [-4.178, -1.250, 2.873], [-6.535, 1.448, 4.933], [-5.143, 2.601, 4.987], [-5.353, 1.501, 6.249], [-5.958, -0.057, 3.188], [-4.365, -2.277, 3.175], [-3.199, -1.172, 3.236], [-4.191, -1.067, 1.782], [1.841, 2.369, -5.022], [3.292, 1.894, -4.831], [3.757, 0.813, -5.174], [4.118, 2.714, -4.144], [3.923, 4.092, -3.733], [1.324, 1.573, -5.530], [1.795, 3.218, -5.712], [1.260, 2.515, -4.170], [5.079, 2.348, -4.200], [4.099, 4.830, -4.545], [4.698, 4.377, -2.967], [2.909, 4.279, -3.318], [0.125, 4.803, 0.112], [0.048, 3.946, -1.139], [0.994, 3.624, -1.863], [-1.178, 3.579, -1.386], [-1.429, 2.774, -2.573], [0.170, 4.237, 1.022], [-0.765, 5.478, 0.109], [1.054, 5.422, 0.050], [-1.914, 3.973, -0.830], [-1.802, 3.408, -3.380], [-2.150, 2.010, -2.339], [-0.431, 2.382, -2.869], [2.526, -2.165, -4.773], [1.633, -1.970, -6.055], [0.818, -2.781, -6.388], [1.968, -0.874, -6.765], [1.283, -0.889, -8.026], [2.152, -1.529, -3.859], [3.520, -1.888, -5.033], [2.399, -3.189, -4.410], [2.771, -0.272, -6.543], [1.114, -1.923, -8.301], [1.830, -0.326, -8.829], [0.265, -0.442, -7.997], [2.625, 0.945, 3.968], [1.653, 0.704, 5.093], [1.469, 1.608, 5.933], [1.072, -0.533, 5.122], [0.132, -0.913, 6.133], [2.497, 1.952, 3.517], [2.693, 0.238, 3.162], [3.564, 1.004, 4.500], [1.068, -1.070, 4.297], [-0.878, -0.974, 5.732], [0.126, -0.121, 6.844], [0.410, -1.840, 6.662], [-2.784, 6.405, 2.330], [-3.230, 5.233, 1.514], [-3.057, 5.266, 0.309], [-3.796, 4.181, 2.117], [-4.403, 3.052, 1.429], [-3.028, 6.199, 3.395], [-3.363, 7.295, 2.056], [-1.724, 6.607, 2.091], [-3.635, 4.057, 3.085], [-3.662, 2.237, 1.618], [-4.454, 3.314, 0.327], [-5.348, 2.765, 1.872], [-2.461, 2.924, 7.073], [-2.153, 3.428, 5.674], [-3.070, 3.848, 4.964], [-0.819, 3.540, 5.323], [-0.509, 4.247, 4.120], [-3.548, 2.806, 7.212], [-2.063, 3.657, 7.807], [-1.981, 1.915, 7.188], [-0.107, 3.302, 5.969], [0.370, 3.923, 3.565], [-0.368, 5.321, 4.246], [-1.282, 4.115, 3.372], [-1.520, 0.579, -5.009], [-1.057, -0.369, -3.963], [0.174, -0.313, -3.717], [-1.839, -1.221, -3.352], [-3.230, -1.351, -3.516], [-1.268, 0.277, -6.007], [-1.114, 1.512, -4.709], [-2.693, 0.630, -4.915], [-1.376, -1.841, -2.659], [-3.755, -0.519, -2.972], [-3.565, -2.295, -3.086], [-3.566, -1.418, -4.514], [-1.077, -4.021, 2.111], [0.214, -3.479, 2.734], [0.246, -2.434, 3.450], [1.364, -4.155, 2.526], [2.639, -3.747, 3.136], [-0.864, -4.381, 1.093], [-1.766, -3.132, 2.043], [-1.496, -4.753, 2.747], [1.436, -4.932, 1.886], [2.382, -3.455, 4.152], [3.109, -2.823, 2.620], [3.343, -4.569, 3.186], [4.477, -6.835, -0.303], [3.262, -5.924, -0.180], [2.150, -6.319, 0.034], [3.502, -4.621, -0.366], [2.540, -3.611, -0.627], [4.082, -7.564, -1.018], [4.806, -7.118, 0.686], [5.290, -6.250, -0.782], [4.478, -4.384, -0.409], [3.050, -2.746, -0.988], [1.946, -3.319, 0.223], [1.782, -3.905, -1.350], [-0.441, -1.862, -0.181], [-1.232, -0.697, 0.404], [-2.198, -0.233, -0.265], [-0.738, -0.093, 1.498], [-1.007, 1.263, 1.738], [-0.216, -1.479, -1.230], [-0.908, -2.827, -0.178], [0.510, -2.000, 0.373], [-0.116, -0.656, 2.067], [-1.115, 1.924, 0.857], [-0.206, 1.758, 2.268], [-1.863, 1.387, 2.409]]}

2.
{"formula": "C39H93ClCuN6O15", "method": "ωB97M-V/def2-TZVPD", "total_charge": -2, "spin_multiplicity": 2, "total_energy_ev": -138744.31265, "s_squared": 0.752, "homo_energy_ev": [0.65, 0.65], "elements": ["Cu", "Cl", "O", "O", "O", "O", "C", "C", "C", "C", "C", "C", "N", "O", "C", "C", "C", "H", "H", "H", "H", "H", "H", "H", "H", "H", "H", "H", "H", "H", "H", "H", "H", "H", "H", "C", "O", "C", "C", "N", "C", "C", "O", "C", "H", "H", "H", "H", "H", "H", "H", "H", "H", "H", "H", "H", "H", "H", "H", "C", "O", "C", "C", "N", "C", "C", "O", "C", "H", "H", "H", "H", "H", "H", "H", "H", "H", "H", "H", "H", "H", "H", "H", "C", "O", "C", "C", "N", "C", "C", "O", "C", "H", "H", "H", "H", "H", "H", "H", "H", "H", "H", "H", "H", "H", "H", "H", "C", "O", "C", "C", "N", "C", "C", "O", "C", "H", "H", "H", "H", "H", "H", "H", "H", "H", "H", "H", "H", "H", "H", "H", "C", "O", "C", "C", "N", "C", "C", "O", "C", "H", "H", "H", "H", "H", "H", "H", "H", "H", "H", "H", "H", "H", "H", "H"], "coordinates": [[0.658, -1.130, -3.328], [0.727, -0.577, 0.460], [1.419, 0.556, -0.014], [1.630, -1.312, 1.256], [-0.426, -0.156, 1.229], [0.346, -1.346, -0.671], [5.436, 0.915, -1.406], [5.625, 2.010, -0.313], [7.159, 1.888, -0.010], [7.727, 2.925, 0.991], [7.420, 4.294, 0.403], [5.928, 4.577, 0.079], [5.270, 3.423, -0.724], [3.870, 3.645, -1.056], [5.991, 5.787, -0.874], [5.236, 4.915, 1.398], [4.895, 1.516, 1.002], [5.871, 1.298, -2.329], [4.383, 0.784, -1.658], [5.845, -0.048, -1.100], [7.695, 2.091, -0.936], [7.311, 0.844, 0.264], [8.809, 2.878, 1.117], [7.347, 2.807, 2.006], [8.021, 4.432, -0.495], [7.871, 4.999, 1.102], [5.002, 6.080, -1.227], [6.547, 5.534, -1.777], [6.366, 6.674, -0.363], [5.695, 5.817, 1.802], [5.456, 4.215, 2.204], [4.165, 5.107, 1.337], [3.812, 1.527, 0.879], [4.910, 2.172, 1.872], [5.196, 0.514, 1.308], [3.494, -2.317, -1.959], [2.380, -2.548, -2.780], [2.487, -3.580, -3.815], [1.133, -4.015, -4.322], [0.339, -2.878, -4.915], [0.902, -2.531, -6.206], [-0.161, -1.798, -6.980], [-1.286, -2.687, -7.188], [-2.419, -2.041, -7.704], [3.895, -3.238, -1.537], [3.252, -1.635, -1.145], [4.253, -1.794, -2.541], [3.006, -4.503, -3.555], [3.078, -3.306, -4.689], [0.569, -4.342, -3.449], [1.233, -4.864, -4.999], [-0.667, -2.963, -4.944], [1.082, -3.400, -6.838], [1.764, -1.875, -6.083], [0.291, -1.409, -7.892], [-0.477, -0.915, -6.424], [-3.228, -2.769, -7.768], [-2.260, -1.627, -8.699], [-2.704, -1.325, -6.932], [-0.759, 4.561, -4.256], [-0.699, 4.857, -2.902], [-0.792, 6.315, -2.624], [-0.331, 6.654, -1.192], [0.998, 6.126, -1.031], [1.720, 6.498, 0.175], [1.090, 5.742, 1.396], [1.410, 4.378, 1.180], [1.665, 3.578, 2.324], [-0.073, 5.149, -4.867], [-1.765, 4.804, -4.599], [-0.560, 3.535, -4.564], [-1.767, 6.741, -2.862], [-0.151, 6.948, -3.238], [-1.063, 6.327, -0.453], [-0.351, 7.744, -1.223], [1.579, 6.498, -1.769], [1.660, 7.531, 0.516], [2.763, 6.195, 0.084], [0.029, 5.964, 1.509], [1.613, 6.025, 2.310], [0.719, 3.524, 2.864], [2.477, 3.902, 2.975], [1.828, 2.527, 2.087], [-5.527, 3.674, 2.778], [-5.025, 2.480, 2.167], [-5.522, 2.404, 0.803], [-4.703, 1.473, -0.030], [-4.524, 0.173, 0.689], [-3.842, -0.827, -0.139], [-3.721, -2.235, 0.509], [-2.900, -2.148, 1.726], [-2.247, -3.366, 2.069], [-6.585, 3.471, 2.947], [-5.492, 4.606, 2.214], [-5.149, 3.919, 3.771], [-5.471, 3.380, 0.319], [-6.548, 2.039, 0.777], [-3.732, 1.932, -0.220], [-5.117, 1.316, -1.026], [-5.418, -0.298, 0.703], [-2.836, -0.463, -0.349], [-4.365, -0.911, -1.091], [-3.172, -2.842, -0.212], [-4.646, -2.762, 0.741], [-3.033, -4.033, 2.424], [-1.394, -3.226, 2.733], [-1.878, -3.943, 1.221], [-1.933, 3.976, 4.829], [-1.714, 2.524, 4.864], [-0.450, 2.209, 5.462], [-0.257, 0.679, 5.726], [-0.303, -0.029, 4.466], [0.002, -1.441, 4.687], [-1.137, -2.272, 5.414], [-2.418, -2.150, 4.770], [-3.265, -3.311, 5.055], [-1.166, 4.387, 4.172], [-1.847, 4.461, 5.802], [-2.941, 4.235, 4.505], [-0.317, 2.724, 6.413], [0.285, 2.637, 4.780], [-0.933, 0.325, 6.504], [0.747, 0.589, 6.141], [0.464, 0.330, 3.915], [0.967, -1.645, 5.151], [0.202, -1.907, 3.722], [-1.370, -2.005, 6.445], [-0.804, -3.306, 5.507], [-2.818, -4.193, 4.596], [-4.250, -3.052, 4.667], [-3.444, -3.522, 6.109], [0.068, -5.122, -0.294], [-1.199, -5.817, -0.365], [-1.717, -5.521, -1.691], [-3.102, -6.183, -1.782], [-3.838, -5.659, -0.649], [-5.174, -6.246, -0.551], [-5.181, -7.748, -0.238], [-4.913, -8.013, 1.147], [-4.941, -9.403, 1.466], [0.723, -5.455, -1.099], [0.439, -5.365, 0.701], [-0.196, -4.067, -0.368], [-1.085, -5.922, -2.483], [-1.862, -4.465, -1.921], [-2.890, -7.238, -1.959], [-3.674, -5.791, -2.623], [-3.321, -5.926, 0.176], [-5.786, -6.013, -1.422], [-5.702, -5.773, 0.277], [-4.507, -8.347, -0.850], [-6.198, -8.135, -0.300], [-4.887, -9.457, 2.553], [-4.079, -9.889, 1.007], [-5.845, -9.913, 1.134]]}

3.
{"formula": "C39H93N5O3", "method": "ωB97M-V/def2-TZVPD", "de_lowest_ev": 0.0000, "total_energy_ev": -55541.75020, "homo_energy_ev": -8.00, "elements": ["C", "C", "N", "C", "C", "C", "C", "H", "H", "H", "H", "H", "H", "H", "H", "H", "H", "H", "H", "H", "H", "H", "C", "C", "N", "C", "C", "C", "C", "H", "H", "H", "H", "H", "H", "H", "H", "H", "H", "H", "H", "H", "H", "H", "C", "C", "N", "C", "C", "C", "C", "H", "H", "H", "H", "H", "H", "H", "H", "H", "H", "H", "H", "H", "H", "H", "C", "C", "N", "C", "C", "C", "C", "H", "H", "H", "H", "H", "H", "H", "H", "H", "H", "H", "H", "H", "H", "H", "C", "C", "N", "C", "C", "C", "C", "H", "H", "H", "H", "H", "H", "H", "H", "H", "H", "H", "H", "H", "H", "H", "C", "C", "O", "C", "H", "H", "H", "H", "H", "H", "C", "C", "O", "C", "H", "H", "H", "H", "H", "H", "C", "C", "O", "C", "H", "H", "H", "H", "H", "H"], "coordinates": [[1.357, -2.701, -1.623], [-0.052, -3.279, -1.763], [-0.984, -2.315, -2.327], [-0.580, -1.724, -3.591], [-1.611, -0.741, -4.128], [-2.363, -2.788, -2.269], [-2.730, -3.886, -3.289], [1.987, -3.200, -0.889], [1.251, -1.668, -1.285], [1.878, -2.727, -2.581], [-0.062, -4.182, -2.394], [-0.418, -3.529, -0.765], [0.400, -1.253, -3.536], [-0.419, -2.528, -4.336], [-1.164, -0.122, -4.906], [-2.497, -1.206, -4.569], [-2.042, -0.144, -3.321], [-3.052, -1.959, -2.427], [-2.541, -3.068, -1.230], [-3.137, -3.439, -4.195], [-3.492, -4.558, -2.891], [-1.865, -4.491, -3.560], [-5.409, 1.780, -1.474], [-6.088, 0.399, -1.660], [-5.939, -0.476, -0.518], [-4.572, -0.740, -0.062], [-4.571, -1.110, 1.428], [-6.844, -1.610, -0.535], [-6.541, -2.642, -1.632], [-5.714, 2.408, -2.313], [-4.327, 1.697, -1.502], [-5.758, 2.234, -0.548], [-7.127, 0.590, -1.926], [-5.606, -0.052, -2.549], [-4.259, -1.646, -0.590], [-3.927, 0.106, -0.245], [-4.765, -0.274, 2.100], [-5.294, -1.907, 1.592], [-3.587, -1.491, 1.716], [-7.863, -1.253, -0.694], [-6.903, -2.178, 0.396], [-7.112, -3.536, -1.371], [-5.504, -2.988, -1.629], [-6.750, -2.222, -2.615], [-2.529, 0.513, 4.289], [-3.271, -0.717, 4.813], [-2.656, -1.345, 5.974], [-1.388, -2.018, 5.730], [-1.548, -3.158, 4.724], [-2.614, -0.525, 7.181], [-3.950, 0.060, 7.609], [-3.227, 1.157, 3.744], [-1.681, 0.195, 3.686], [-2.240, 1.197, 5.091], [-4.314, -0.478, 5.022], [-3.382, -1.404, 3.975], [-0.670, -1.287, 5.328], [-1.007, -2.494, 6.634], [-0.589, -3.640, 4.529], [-2.281, -3.907, 5.020], [-1.891, -2.772, 3.762], [-1.868, 0.285, 7.111], [-2.250, -1.214, 7.944], [-4.435, -0.625, 8.311], [-4.698, 0.219, 6.833], [-3.907, 1.020, 8.125], [7.640, 1.859, 0.196], [6.842, 3.176, 0.363], [5.611, 3.131, -0.423], [5.099, 4.443, -0.789], [3.869, 4.371, -1.666], [4.635, 2.195, 0.098], [3.941, 2.624, 1.398], [7.481, 1.207, 1.055], [8.683, 1.974, -0.094], [7.255, 1.277, -0.649], [6.681, 3.357, 1.429], [7.456, 3.968, -0.066], [5.910, 4.940, -1.326], [4.875, 5.097, 0.071], [4.094, 3.762, -2.544], [3.585, 5.377, -1.985], [2.952, 4.024, -1.184], [3.877, 1.961, -0.656], [5.135, 1.245, 0.304], [3.177, 1.917, 1.726], [4.708, 2.657, 2.172], [3.410, 3.559, 1.208], [4.372, -0.606, -2.427], [3.507, 0.307, -3.283], [3.583, 0.018, -4.705], [3.182, 1.132, -5.540], [1.663, 1.493, -5.433], [3.032, -1.273, -5.091], [3.320, -1.664, -6.542], [4.559, -0.090, -1.484], [5.341, -0.858, -2.860], [3.890, -1.555, -2.186], [2.465, 0.145, -2.953], [3.712, 1.345, -3.022], [3.779, 1.997, -5.251], [3.342, 0.890, -6.587], [1.432, 2.544, -5.271], [1.190, 1.163, -6.363], [1.138, 0.903, -4.676], [1.952, -1.276, -4.886], [3.415, -2.014, -4.386], [2.381, -1.700, -7.094], [3.763, -2.662, -6.570], [4.037, -1.079, -7.116], [-0.994, -0.049, 0.520], [0.046, 1.040, 0.458], [0.549, 1.448, 1.482], [0.553, 1.451, -0.898], [-1.941, 0.214, 0.030], [-1.295, -0.164, 1.561], [-0.741, -0.996, 0.043], [-0.177, 2.116, -1.371], [0.759, 0.570, -1.503], [1.447, 2.069, -0.806], [2.715, -1.367, 1.637], [1.739, -2.359, 2.264], [0.742, -2.731, 1.703], [2.056, -2.729, 3.704], [2.418, -1.170, 0.606], [3.684, -1.865, 1.565], [2.718, -0.435, 2.197], [1.344, -3.517, 3.957], [1.858, -1.899, 4.378], [3.059, -3.151, 3.717], [0.367, 3.593, 4.090], [-0.765, 4.324, 3.404], [-1.417, 5.133, 4.010], [-0.863, 4.127, 1.897], [0.952, 4.190, 4.789], [1.000, 3.045, 3.396], [-0.072, 2.849, 4.769], [-1.246, 5.074, 1.507], [-1.593, 3.398, 1.544], [0.116, 3.869, 1.511]]}

4.
{"formula": "C3Br3ClO", "method": "ωB97M-V/def2-TZVPD", "de_lowest_ev": 1.9553, "total_energy_ev": -227804.53640, "homo_energy_ev": [-9.37, -9.37], "elements": ["C", "C", "C", "O", "Cl", "Br", "Br", "Br"], "coordinates": [[0.032, 0.677, 0.074], [1.337, 0.615, -0.004], [-1.226, -1.317, 0.121], [-0.756, -2.361, 0.285], [2.502, 1.949, -0.071], [-1.035, 2.145, -0.026], [2.156, -1.109, -0.191], [-3.010, -0.598, -0.187]]}

5.
{"formula": "C3CdO9Sn", "method": "ωB97M-V/def2-TZVPD", "total_charge": -2, "total_energy_ev": -31926.88079, "homo_energy_ev": -0.48, "elements": ["Sn", "Cd", "C", "O", "O", "O", "C", "O", "O", "O", "C", "O", "O", "O"], "coordinates": [[1.953, 1.790, -3.287], [-0.730, -0.439, -0.742], [-0.795, -1.924, 1.320], [0.105, -2.012, 0.488], [-1.912, -1.666, 0.925], [-0.520, -1.961, 2.539], [2.562, 0.097, -0.505], [1.357, 0.312, -0.790], [2.904, 0.098, 0.672], [3.302, -0.001, -1.401], [-1.993, 1.554, 0.186], [-0.883, 1.174, 0.659], [-2.272, 0.962, -0.806], [-3.077, 2.016, 0.743]]}

6.
{"formula": "C3ClF2N", "method": "ωB97M-V/def2-TZVPD", "de_lowest_ev": 4.9113, "total_energy_ev": -22552.09587, "homo_energy_ev": [-9.08, -9.53], "elements": ["C", "C", "C", "N", "F", "F", "Cl"], "coordinates": [[-1.170, -1.163, 0.131], [-0.819, 0.144, 0.104], [1.403, 0.520, 0.409], [-1.324, -2.298, -0.063], [1.575, 1.709, -0.142], [2.075, -0.369, -0.271], [-1.739, 1.458, -0.168]]}